No. 1
Entry from the OMol25 dataset: the molecule C4H3NS (ωB97M-V with the def2-TZVPD basis set).

As for the structure (SMILES): N#C/C=C\C=S. The energy is -16519.794 eV. The HOMO energy comes out at -9.11 eV. For the orbital gap, the calculation gives 0.27527 hartree. The value obtained for the largest force on an atom is 3.48 eV/Å. As for the LUMO energy: -1.62 eV.

```
! RIJCOSX wB97M-V def2-TZVPD def2/J DEFGRID3
* xyz 0 1
N 1.07009 -1.34121 -2.18805
C 0.78729 -1.16998 -1.05480
C 0.50083 -0.94021 0.33213
C -0.17915 0.13512 0.74703
C -0.77374 1.29211 0.03417
S -0.82624 1.46916 -1.57663
H 0.90658 -1.69786 1.04536
H -0.18828 0.28387 1.88055
H -1.29738 1.96899 0.78025
*
```

=====

No. 2
Entry from the OMol25 dataset: the molecule C3H3NO3 (ωB97M-V with the def2-TZVPD basis set).

As for the structure (SMILES): O=c1ccn(O)o1. The energy is -10788.027 eV. The HOMO energy comes out at -9.69 eV. For the orbital gap, the calculation gives 0.36437 hartree. The value obtained for the largest force on an atom is 5.68 eV/Å. As for the LUMO energy: 0.22 eV.

```
! RIJCOSX wB97M-V def2-TZVPD def2/J DEFGRID3
* xyz 0 1
O -2.65110 -0.24686 0.14715
C -1.48739 -0.08513 0.07276
C -0.53748 -0.92581 0.78817
C 0.71551 -0.40539 0.52150
N 0.58655 0.83445 -0.12251
O 1.48578 0.91268 -1.22104
O -0.74020 0.80644 -0.57230
H -0.39673 -1.88870 1.35133
H 1.65385 -0.85646 0.56603
H 1.37120 1.85478 -1.53108
*
```

=====

No. 3
Entry from the OMol25 dataset: a structure of composition C37H52N6O6PSiTeY (ωB97M-V with the def2-TZVPD basis set).

The energy is -85953.332 eV. The HOMO energy comes out at -6.91 eV. For the orbital gap, the calculation gives 0.23859 hartree. The value obtained for the largest force on an atom is 0.47 eV/Å. As for the LUMO energy: -0.42 eV.

```
! RIJCOSX wB97M-V def2-TZVPD def2/J DEFGRID3
* xyz 0 1
Y 0.68788 -0.18432 0.18451
O 0.36084 -4.20639 2.53138
C -0.59240 -3.92781 3.44529
C -1.04362 -4.96999 4.25477
C -2.01885 -4.73867 5.20189
C -2.56341 -3.46593 5.36591
C -2.11680 -2.43381 4.56879
C -1.13430 -2.64098 3.59601
C -0.68445 -1.52188 2.74210
O 0.14248 -1.76987 1.77721
N -1.18515 -0.32860 2.98149
N -0.69465 0.57605 2.07813
C -1.01228 1.79682 2.25732
C -0.49029 2.81036 1.33472
C -0.85487 4.14628 1.47514
C -0.35037 5.07905 0.58816
C 0.50393 4.64799 -0.41511
C 0.80954 3.29783 -0.48186
N 0.33706 2.39127 0.36458
H 0.54777 -3.34475 2.09105
H -0.60571 -5.94984 4.11898
H -2.35905 -5.55642 5.82485
H -3.32345 -3.28653 6.11400
H -2.51195 -1.43318 4.67752
H -1.64237 2.08813 3.09395
H -1.52963 4.42829 2.27217
H -0.62092 6.12315 0.67349
H 0.92064 5.33464 -1.13812
H 1.46073 2.93262 -1.26720
N 2.38314 0.42765 -1.62401
C 3.32277 -0.64503 -1.97938
C 3.76004 -1.37240 -0.71525
N 2.62350 -1.93770 0.01703
C 2.24005 -3.29654 -0.38399
C 1.13596 -3.29486 -1.43273
N 0.02144 -2.46973 -0.96217
H 1.85544 0.75621 -2.42559
H 2.88890 1.21042 -1.22068
H 4.20699 -0.26872 -2.50334
H 2.81219 -1.32660 -2.65929
H 4.24706 -0.65307 -0.05641
H 4.49554 -2.14374 -0.97380
H 2.84008 -1.92599 1.01246
H 1.88147 -3.82192 0.50208
H 3.10304 -3.86039 -0.75762
H 0.84148 -4.32812 -1.64307
H 1.49064 -2.87194 -2.37336
H -0.48312 -2.95782 -0.22721
H -0.63294 -2.29201 -1.71814
C 2.98531 4.42084 2.91109
C 2.58345 3.31467 3.86315
O 2.08554 2.18134 3.13922
P 2.95329 0.91454 2.71264
O 2.49416 0.55588 1.31342
Te 2.91738 -0.90130 4.20659
O 4.40821 1.59845 2.59712
C 5.58685 0.79265 2.47743
C 6.61625 1.57030 1.69009
H 3.31470 5.29635 3.47376
H 2.13784 4.70784 2.28677
H 3.79925 4.08995 2.26815
H 1.76465 3.63166 4.50928
H 3.41848 3.01041 4.49632
H 5.34296 -0.15247 1.98577
H 5.94151 0.55112 3.48067
H 6.25320 1.78254 0.68344
H 7.53866 0.99345 1.61419
H 6.84022 2.51736 2.18128
C -3.46992 1.93507 -4.13302
C -2.37048 1.97229 -3.06938
C -2.73785 2.97542 -1.97014
C -1.06930 2.42773 -3.74509
Si -2.01740 0.28785 -2.26396
O -0.63014 0.34081 -1.46188
C -1.84336 -1.03046 -3.61567
C -0.58799 -1.24528 -4.19489
C -0.39032 -2.21080 -5.17193
C -1.45698 -2.99334 -5.59284
C -2.71105 -2.80331 -5.03134
C -2.89742 -1.83422 -4.05380
C -3.42434 -0.26526 -1.12882
C -4.78498 -0.14829 -1.42727
C -5.76167 -0.59823 -0.55016
C -5.40123 -1.18006 0.65707
C -4.05881 -1.31272 0.97963
C -3.09518 -0.86121 0.08995
H -3.55304 2.91476 -4.61741
H -4.44868 1.70441 -3.71028
H -3.25313 1.19779 -4.90982
H -2.82837 3.98531 -2.38696
H -1.97289 3.00424 -1.18917
H -3.68789 2.72017 -1.49504
H -1.20286 3.42154 -4.18774
H -0.77377 1.74557 -4.54754
H -0.25049 2.48358 -3.02463
H 0.25386 -0.64549 -3.86028
H 0.59188 -2.35562 -5.60640
H -1.30931 -3.75064 -6.35239
H -3.54407 -3.41710 -5.35084
H -3.88098 -1.71371 -3.61259
H -5.09940 0.30161 -2.36150
H -6.80817 -0.49177 -0.80846
H -6.16324 -1.52718 1.34341
H -3.76069 -1.75600 1.92217
H -2.05226 -0.97425 0.36198
*
```

=====

No. 4
Entry from the OMol25 dataset: a cluster of 2 separate species, CH2FIO in total (ωB97M-V with the def2-TZVPD basis set).

The energy is -13930.261 eV. The HOMO energy (alpha / beta) comes out at -9.97 / -7.89 eV. For the orbital gap (alpha / beta), the calculation gives 0.35791 / 0.29303 hartree. The value obtained for the largest force on an atom is 1.05 eV/Å. As for the LUMO energy (alpha / beta): -0.23 / 0.09 eV.

```
! RIJCOSX wB97M-V def2-TZVPD def2/J DEFGRID3
* xyz 0 1
C -1.01164 -0.60589 -0.14490
O -0.37113 -0.28247 -1.24689
F -0.93856 -1.89570 0.18853
I -2.91988 0.25148 0.13216
H 0.47503 1.15942 1.89404
H 0.02772 -1.03889 -1.71117
*
```

=====

No. 5
Entry from the OMol25 dataset: a structure of composition H3N4O2 (ωB97M-V with the def2-TZVPD basis set).

The energy is -10098.675 eV. The HOMO energy (alpha / beta) comes out at -2.54 / -2.54 eV. For the orbital gap (alpha / beta), the calculation gives 0.26708 / 0.26710 hartree. The value obtained for the largest force on an atom is 3.16 eV/Å. As for the LUMO energy (alpha / beta): 4.73 / 4.73 eV.

```
! RIJCOSX wB97M-V def2-TZVPD def2/J DEFGRID3
* xyz -1 1
N -1.74816 0.42406 0.16845
N 0.39500 0.92805 -0.33263
N 1.64502 0.82948 0.39295
N -0.55672 0.16991 -0.04948
O -0.24466 -1.51509 -0.09477
O -2.61891 -0.50512 0.20167
H 2.00234 -0.14756 0.28615
H 2.25913 1.46194 -0.05548
H -1.13305 -1.64567 -0.51687
*
```

=====

No. 6
Entry from the OMol25 dataset: a cluster of 9 separate species, C27H81O36P9 in total (ωB97M-V with the def2-TZVPD basis set).

As for the structure (SMILES): COP(=O)(OC)OC.COP(=O)(OC)OC.COP(=O)(OC)OC.COP(=O)(OC)OC.COP(=O)(OC)OC.COP(=O)(OC)OC.COP(=O)(OC)OC.COP(=O)(OC)OC.COP(=O)(OC)OC. The energy is -186637.602 eV. The HOMO energy comes out at -10.01 eV. For the orbital gap, the calculation gives 0.38490 hartree. The value obtained for the largest force on an atom is 4.96 eV/Å. As for the LUMO energy: 0.47 eV.

```
! RIJCOSX wB97M-V def2-TZVPD def2/J DEFGRID3
* xyz 0 1
C -27.71224 -4.53713 1.38747
O -27.61419 -5.93033 1.61838
P -28.75798 -6.99930 1.43169
O -29.27834 -7.18605 0.04372
O -28.03372 -8.45584 1.81637
C -28.76230 -9.68026 1.78614
O -29.91421 -6.63446 2.53845
C -30.67501 -5.50113 2.51480
H -27.61059 -3.98792 2.32350
H -28.74052 -4.31809 1.09979
H -27.03855 -4.05178 0.68130
H -28.19256 -10.43818 2.32378
H -28.65072 -10.08113 0.77869
H -29.84477 -9.61123 1.89377
H -30.49009 -4.79620 3.32534
H -31.61488 -5.93317 2.85844
H -30.82039 -5.15452 1.49166
C -25.59947 -7.43574 3.79990
O -26.67650 -6.84636 4.58110
P -26.69695 -6.95980 6.17211
O -26.21453 -8.21846 6.72803
O -28.12731 -6.42936 6.64886
C -28.74694 -5.31447 6.04899
O -25.75172 -5.66006 6.56575
C -24.31648 -5.64766 6.73840
H -24.63981 -7.07834 4.17327
H -25.65945 -7.21550 2.73407
H -25.76700 -8.50074 3.96056
H -28.38478 -4.99540 5.07168
H -28.65601 -4.45236 6.70974
H -29.80812 -5.49007 5.87249
H -24.14232 -5.52597 7.80749
H -23.90933 -4.80350 6.18187
H -24.00407 -6.62904 6.38150
C -32.56792 -13.37117 -4.82920
O -32.76841 -13.89025 -3.49897
P -32.34390 -13.05346 -2.17002
O -33.04866 -11.74146 -1.93328
O -30.73971 -13.05390 -2.26613
C -29.98601 -12.16519 -1.44793
O -32.58601 -14.11830 -0.98121
C -32.27354 -15.53437 -1.03212
H -33.52497 -13.25296 -5.33734
H -31.95825 -14.02505 -5.45277
H -31.93028 -12.48740 -4.85090
H -30.52439 -11.74487 -0.59847
H -29.50431 -11.40026 -2.05698
H -29.18393 -12.80157 -1.07405
H -31.92612 -15.90176 -1.99774
H -33.15160 -16.15610 -0.85729
H -31.54908 -15.81794 -0.26868
C -33.48601 -2.47030 3.94200
O -33.66890 -3.40426 4.99330
P -32.45402 -3.64534 6.09622
O -31.13297 -3.33563 5.50555
O -33.08176 -2.65836 7.24142
C -32.21053 -2.33397 8.30556
O -32.65825 -5.12615 6.61010
C -34.03535 -5.45535 6.78442
H -33.27937 -2.90721 2.96501
H -32.66514 -1.79989 4.19658
H -34.41560 -1.90282 3.98591
H -31.22840 -2.77615 8.13818
H -32.62471 -2.63210 9.26871
H -32.07616 -1.25235 8.29325
H -34.38005 -4.64232 7.42337
H -34.18401 -6.21437 7.55246
H -34.68199 -5.68268 5.93690
C -34.56114 -8.14756 2.67097
O -33.23566 -8.10910 3.15601
P -32.64680 -9.41218 3.90938
O -33.51421 -10.01835 4.96336
O -32.20339 -10.48228 2.65521
C -33.14458 -11.49570 2.28275
O -31.22991 -8.86670 4.37903
C -31.19686 -7.81263 5.39625
H -34.48626 -7.52138 1.78193
H -35.27440 -7.78517 3.41127
H -34.94346 -9.04733 2.18895
H -32.94704 -12.43575 2.79791
H -33.34600 -11.71909 1.23508
H -34.14218 -11.12428 2.51711
H -30.56650 -8.13339 6.22563
H -32.19671 -7.67073 5.80645
H -30.91109 -6.84168 4.99169
C -30.76183 -16.31381 3.54507
O -30.75245 -15.18954 2.62475
P -29.57506 -14.01343 2.51101
O -29.63304 -13.00487 1.41028
O -29.49762 -13.47759 4.02163
C -30.46029 -12.57448 4.48531
O -28.28623 -15.04866 2.32773
C -28.28992 -15.93674 1.23521
H -30.46283 -17.20049 2.98605
H -31.78512 -16.39104 3.91248
H -30.08290 -16.17318 4.38613
H -30.43358 -11.59895 3.99980
H -30.51254 -12.36020 5.55276
H -31.43062 -13.01588 4.25787
H -28.36529 -16.93054 1.67655
H -27.47590 -15.84335 0.51636
H -29.24570 -15.80986 0.72679
C -24.12177 -3.90051 -0.65528
O -24.11991 -4.20798 0.75552
P -22.77468 -4.69866 1.53560
O -21.49531 -4.20658 0.94890
O -23.06949 -4.30706 3.02698
C -22.82393 -2.96162 3.55029
O -22.95618 -6.34130 1.69065
C -22.03330 -7.23749 2.37145
H -24.46349 -4.77559 -1.20807
H -23.08922 -3.73087 -0.96049
H -24.84505 -3.09733 -0.79617
H -23.69300 -2.37031 3.26190
H -21.97772 -2.38234 3.18089
H -22.67198 -3.11978 4.61800
H -22.02591 -8.07140 1.66957
H -22.35969 -7.65658 3.32325
H -21.04358 -6.82214 2.56129
C -27.96003 -8.82315 -2.74514
O -26.80555 -9.53370 -2.24295
P -25.36275 -8.77765 -2.56873
O -25.43120 -7.40940 -3.14622
O -24.48544 -9.83519 -3.38101
C -24.96761 -10.51913 -4.51514
O -24.68417 -8.70866 -1.05502
C -25.33345 -7.93599 -0.02004
H -28.68847 -9.49914 -3.19294
H -27.72427 -8.05367 -3.48027
H -28.38535 -8.40571 -1.83248
H -25.10411 -11.58947 -4.36070
H -24.18486 -10.50514 -5.27356
H -25.92765 -10.13225 -4.85680
H -25.44456 -8.53909 0.88109
H -26.21238 -7.30475 -0.15087
H -24.59177 -7.23364 0.36039
C -25.30220 -11.23632 0.23593
O -24.66604 -12.07950 -0.76965
P -25.11868 -13.60557 -0.85089
O -26.50679 -13.91168 -1.32923
O -23.91311 -14.29459 -1.71315
C -23.71257 -13.80597 -3.08364
O -24.76339 -14.16672 0.62405
C -24.54701 -15.53055 0.93894
H -24.61266 -10.48860 0.62781
H -25.60022 -11.71608 1.16819
H -26.22686 -10.90734 -0.23827
H -23.73110 -12.73896 -3.30554
H -24.32645 -14.27314 -3.85370
H -22.71519 -14.19354 -3.29129
H -23.53231 -15.55889 1.33601
H -24.66375 -16.12672 0.03393
H -25.25493 -15.76354 1.73436
*
```

=====

- Which of these has the lowest energy?
  C27H81O36P9

=====

- energy of number 4 (CH2FIO)?
  -13930.261 eV

=====

- energy of number 5 (H3N4O2)?
  -10098.675 eV

=====

- Which formula does entry 5 have?
  H3N4O2